1.
51
Properties=species:S:1:pos:R:3 method="wB97M-V/def2-TZVPD" total_energy_ha=-3483.4339 spin_multiplicity=7 total_charge=+2
C 4.0689 -4.0252 1.3264
C 3.2405 -3.5738 0.1260
H 4.6331 -4.9197 1.1410
H 3.4444 -4.1986 2.2304
H 4.8316 -3.2407 1.5448
O 2.1571 -3.8967 -0.2721
Cl 2.8292 -1.2754 4.0137
Eu 2.3697 -1.2315 1.5646
P -1.0905 -1.2999 1.5514
C -2.6064 -1.7813 0.6392
C -0.8159 -2.8907 2.4395
H -1.7517 -3.1529 2.9584
H -2.5994 -1.1129 3.4528
H 0.0144 -2.7824 3.1596
H -1.2457 0.1011 3.5172
H -2.3301 -2.3870 -0.2291
H -0.5565 -3.6703 1.7052
C -1.9897 -0.3962 2.8854
H -3.2599 -2.3559 1.3077
H -2.6275 0.3676 2.4242
H -3.1312 -0.8864 0.2915
P 2.1080 1.2886 -0.5697
C 1.9215 1.8041 -2.3201
C 2.2249 3.0063 0.0885
H 4.2875 0.5945 0.4266
H 4.4540 1.7789 -0.9105
H 4.1148 0.0486 -1.2837
C 3.9177 0.8771 -0.5808
H 2.2470 2.9585 1.1815
H 3.1173 3.4981 -0.3140
H 2.7128 2.5226 -2.5599
H 0.9425 2.2785 -2.4349
H 1.3178 3.5427 -0.2070
H 1.9741 0.9397 -2.9882
Cl 0.8960 1.1450 2.2843
N -0.1672 -0.7830 -3.2490
C -1.0991 0.0419 -2.7437
N -1.0501 0.5944 -1.5504
C -2.1357 1.4086 -1.3068
C -2.3769 2.0778 -0.0932
C -3.5303 2.8282 0.0122
C -4.4462 2.9528 -1.0485
C -4.2001 2.2620 -2.2626
C -3.0582 1.4794 -2.3894
S -2.5137 0.4593 -3.7468
H 0.6240 -1.0237 -2.6568
H -0.2712 -1.1932 -4.1624
H -1.6260 1.9647 0.7049
H -3.7424 3.3552 0.9550
H -5.3422 3.5723 -0.9487
H -4.8851 2.3292 -3.1034

2.
67
Properties=species:S:1:pos:R:3 method="wB97M-V/def2-TZVPD" total_energy_ha=-4811.7317 spin_multiplicity=1 total_charge=+2
Pb 1.6585 -0.5825 0.8472
N 6.0826 0.6828 2.0402
C 4.9056 0.2176 2.4672
N 4.0665 0.1819 1.4501
C 4.8107 0.6517 0.3984
N 6.0373 0.9639 0.7368
C 4.2708 0.7844 -0.9484
C 4.9931 1.3882 -1.9785
N 4.4936 1.4835 -3.1985
C 3.2802 0.9986 -3.4164
C 2.5423 0.4154 -2.3946
N 3.0415 0.3037 -1.1662
H 6.9357 0.8388 2.5559
H 4.6897 -0.0800 3.4782
H 5.9824 1.7910 -1.8019
H 2.8889 1.0753 -4.4226
H 1.5362 0.0502 -2.5437
Br 1.8861 0.5645 4.3180
C 1.4007 1.9478 3.1266
C 1.2288 3.2422 3.5786
C 0.9187 4.2162 2.6389
C 0.7389 3.8554 1.3117
C 0.8735 2.5228 0.9707
N 1.2348 1.5940 1.8593
C 0.5555 2.0153 -0.4287
O 0.5726 2.7926 -1.3547
O 0.2629 0.7435 -0.4776
H 1.3422 3.4749 4.6272
H 0.8145 5.2473 2.9483
H 0.4918 4.5737 0.5431
C -0.5384 -2.1672 -3.0880
Si -1.3575 -2.6531 -1.4712
C -0.2247 -3.6531 -0.3482
C -2.9881 -3.5726 -1.7142
C -1.9021 -1.0581 -0.5092
C -1.9156 -1.2610 0.9293
C -3.1855 -1.5577 1.4585
C -3.2998 -1.9150 2.7864
C -2.1674 -1.9412 3.5836
C -0.9615 -1.6093 2.9985
N -0.8175 -1.2933 1.7093
Si -2.8361 0.4758 -1.1828
C -2.3133 1.1357 -2.8588
C -3.0846 1.6946 0.2314
C -4.5445 -0.3052 -1.5589
H -0.5690 -3.0072 -3.7840
H 0.5101 -1.9041 -2.9420
H -1.0395 -1.3254 -3.5640
H 0.0206 -4.6077 -0.8166
H -0.6975 -3.8760 0.6098
H 0.7182 -3.1428 -0.1419
H -2.7601 -4.5505 -2.1430
H -3.6589 -3.0594 -2.4015
H -3.5172 -3.7396 -0.7754
H -4.0547 -1.5420 0.8167
H -4.2703 -2.1554 3.1995
H -2.2207 -2.2142 4.6272
H -0.0501 -1.5995 3.5837
H -1.3528 1.6420 -2.8255
H -3.0618 1.8718 -3.1608
H -2.2938 0.3610 -3.6249
H -2.1683 1.8461 0.8006
H -3.8542 1.3522 0.9236
H -3.3975 2.6649 -0.1577
H -4.4740 -1.0627 -2.3378
H -5.1723 0.5072 -1.9289
H -5.0366 -0.7331 -0.6872

3.
21
Properties=species:S:1:pos:R:3 method="wB97M-V/def2-TZVPD" total_energy_ha=-1065.7921 spin_multiplicity=1 total_charge=+1
C -0.7969 0.4097 1.9758
C 0.4797 -0.8887 -2.0591
C -0.2317 -0.9859 -0.0248
C -0.1836 0.4017 0.5839
N 0.5102 -1.9206 0.6563
N -0.9359 1.3397 -0.3135
S 0.6481 0.7513 -2.7442
S 1.5663 1.0190 0.6345
H -0.8499 1.4193 2.3801
H -0.2023 -0.2031 2.6466
H -1.8019 -0.0099 1.9558
H -0.2950 -1.4171 -2.5943
H 1.4185 -1.4189 -2.0246
H -1.2401 -1.3217 -0.2430
H 0.4187 -2.8737 0.3420
H 1.4644 -1.6594 0.8650
H -1.8994 1.0281 -0.4623
H -0.4091 1.3318 -1.2900
H -0.9407 2.2914 0.0664
H 1.8060 1.0709 -2.1579
H 1.4748 1.6361 1.8074

4.
90
Properties=species:S:1:pos:R:3 method="wB97M-V/def2-TZVPD" total_energy_ha=-2471.1360 spin_multiplicity=1 total_charge=+4
W -0.8912 1.7373 0.9879
O -2.3261 0.6350 0.6139
C -3.6692 0.5925 0.3075
C -4.2781 -0.6281 0.1334
C -5.6329 -0.6421 -0.2006
C -6.3468 0.5384 -0.3541
C -5.7169 1.7577 -0.1617
C -4.3621 1.7986 0.1811
C -3.7236 3.0552 0.4384
N -2.4968 3.2065 0.8253
N -2.1219 4.5291 1.0075
C -0.8883 4.6202 1.3210
O -0.1971 3.4263 1.4278
C -0.1568 5.8386 1.5794
C -0.8210 7.0655 1.4538
C -0.1329 8.2375 1.6959
C 1.2093 8.1943 2.0598
C 1.8714 6.9780 2.1846
C 1.1926 5.7988 1.9454
H -3.7162 -1.5437 0.2570
H -6.1310 -1.5921 -0.3416
H -7.3948 0.5082 -0.6172
H -6.2678 2.6835 -0.2720
H -4.2998 3.9697 0.3288
H -1.8628 7.0890 1.1660
H -0.6374 9.1886 1.5996
H 1.7434 9.1165 2.2455
H 2.9154 6.9575 2.4644
H 1.7082 4.8521 2.0388
F 2.7625 -4.1043 0.6340
C 2.2331 -3.4344 -0.3927
C 1.5515 -2.2904 -0.1230
C 0.9069 -1.5817 -1.1544
C 0.2156 -0.3551 -0.9286
O 0.1867 0.1564 0.2933
C -0.3804 0.2716 -2.0178
C -0.3012 -0.3156 -3.2764
N 0.3288 -1.4533 -3.5003
C 0.4150 -1.9636 -4.8736
C -0.3535 -3.1987 -5.2414
C -0.7804 -1.8619 -5.7668
C 0.9717 -2.1209 -2.4587
C 1.6992 -3.2868 -2.7149
C 2.3663 -3.9703 -1.7063
N 3.1113 -5.1050 -1.9850
C 2.5546 -6.1524 -2.8384
C 3.6344 -6.8329 -3.6625
N 4.6990 -7.3727 -2.7480
C 5.2505 -6.2852 -1.8664
C 4.1305 -5.6274 -1.0765
C -1.0596 1.5804 -1.9258
O -1.8392 2.0216 -2.7016
O -0.6524 2.2873 -0.8142
H 1.4830 -1.9618 0.9037
H -0.7551 0.1728 -4.1287
H 1.3978 -1.7996 -5.2966
H -0.9784 -3.6448 -4.4786
H 0.1178 -3.8977 -5.9182
H -1.6995 -1.4529 -5.3697
H -0.5929 -1.6184 -6.8023
H 1.7751 -3.6371 -3.7321
H 1.8175 -5.7479 -3.5266
H 2.0363 -6.8985 -2.2201
H 4.1300 -6.1339 -4.3345
H 3.2274 -7.6628 -4.2370
H 5.4528 -7.7935 -3.2978
H 4.3141 -8.1270 -2.1713
H 5.7457 -5.5746 -2.5264
H 5.9855 -6.7316 -1.1994
H 4.5855 -4.8224 -0.5074
H 3.7035 -6.3394 -0.3599
N 0.9085 1.4120 2.2851
C 0.7039 1.8456 3.6625
C 1.7000 2.1328 4.5506
C 1.3613 2.4713 5.8787
C 0.0565 2.4764 6.2862
C -0.9823 2.1693 5.3730
C -2.3489 2.1129 5.7165
C -3.2754 1.7745 4.7582
C -2.8559 1.5440 3.4520
N -1.5765 1.6073 3.0721
C -0.6391 1.8805 4.0422
H 1.2213 0.4427 2.2536
H 1.6376 1.9753 1.8423
H 2.7416 2.0956 4.2541
H 2.1507 2.7079 6.5783
H -0.1982 2.7105 7.3118
H -2.6582 2.3264 6.7328
H -4.3273 1.7024 4.9938
H -3.5860 1.3104 2.6898

5.
11
Properties=species:S:1:pos:R:3 method="wB97M-V/def2-TZVPD" total_energy_ha=-280.8948 spin_multiplicity=1 smiles="NOC(N)=[NH2+]" total_charge=+1
C 0.3412 -0.3888 0.1466
N -1.9094 -0.1931 0.0606
N 1.5328 -0.9618 0.0379
N 0.2663 0.9667 0.1637
O -0.8503 -1.0696 0.0417
H -2.7360 -0.6216 -0.3892
H 1.7928 -1.9224 0.0792
H 2.3729 -0.4335 0.1610
H -1.6091 0.4736 -0.6327
H 1.0989 1.6853 0.1345
H -0.6469 1.3021 0.5264

6.
58
Properties=species:S:1:pos:R:3 method="wB97M-V/def2-TZVPD" total_energy_ha=-4013.1406 spin_multiplicity=1 smiles="C[C@H](Cl)[C@H](Cl)C1=CC(=O)C(CCC(F)(F)C(F)(F)C(F)(F)C(F)(F)F)=C(S)C1=O.FC(F)C(F)(F)COC(F)(F)C(F)F" total_charge=0
C 0.1245 0.1232 1.8408
C 1.2355 -0.0624 0.8146
Cl 2.4799 -1.2014 1.4186
C 1.9187 1.2350 0.3689
Cl 2.7921 1.9762 1.7376
C 0.9172 2.2000 -0.2410
C -0.1322 1.7949 -0.9548
C -1.0836 2.7879 -1.5136
O -1.7414 2.5627 -2.4985
C -1.1961 4.1024 -0.7879
C -2.5049 4.8288 -0.9066
C -3.2474 4.8842 0.4430
C -4.3008 3.8149 0.5918
F -4.5993 3.6423 1.8992
F -3.8182 2.6250 0.1429
C -5.6405 4.1080 -0.1349
F -6.0854 5.2879 0.3423
F -5.4178 4.2495 -1.4546
C -6.8232 3.1071 0.0491
F -7.8694 3.6513 -0.5902
F -7.1208 3.0283 1.3528
C -6.6301 1.6516 -0.5108
F -5.7082 1.6126 -1.4853
F -7.7877 1.2052 -1.0083
F -6.2346 0.8365 0.4799
C -0.1089 4.5342 -0.1466
S 0.0177 6.1528 0.5604
C 1.1352 3.6885 -0.1732
O 2.2340 4.1699 -0.2036
H 0.3567 0.9447 2.5196
H -0.0090 -0.7900 2.4165
H -0.8210 0.3492 1.3449
H 0.8567 -0.5606 -0.0772
H 2.6710 0.9912 -0.3826
H -0.3436 0.7547 -1.1703
H -3.0928 4.3163 -1.6646
H -2.3296 5.8436 -1.2644
H -3.6834 5.8640 0.6299
H -2.5538 4.6861 1.2652
H 0.0991 5.7383 1.8332
C 5.7905 -6.9863 0.0333
C 4.4664 -7.7297 0.2271
C 3.5541 -7.8718 -0.9950
F 3.1595 -6.6592 -1.4359
F 2.4583 -8.5750 -0.6352
F 3.7772 -7.2120 1.2602
F 4.8151 -9.0160 0.5447
O 5.8002 -5.6343 0.4261
C 5.4998 -4.6329 -0.4453
C 4.3162 -3.7936 0.0541
F 3.2311 -4.5743 0.2267
F 4.0330 -2.8620 -0.8820
F 5.2849 -5.0867 -1.6937
F 6.5639 -3.7938 -0.4967
H 6.4852 -7.4770 0.7132
H 6.1649 -7.1190 -0.9822
H 4.0709 -8.4025 -1.7986
H 4.5737 -3.3084 0.9969

7.
24
Properties=species:S:1:pos:R:3 method="wB97M-V/def2-TZVPD" total_energy_ha=-388.6106 spin_multiplicity=2 total_charge=-1
C -2.9596 -0.0146 -0.2094
C -1.6999 -0.6536 0.3685
C -0.3125 -0.1807 -0.1300
C 0.0422 -0.7647 -1.5160
C 1.9668 -2.2833 -1.0631
C 0.6800 -2.1255 -1.3317
H -3.7955 -0.1720 0.4837
H -3.1912 -0.5168 -1.1520
H -3.0023 1.0622 -0.3499
H -1.6640 -0.6669 1.4602
H -1.7916 -1.7270 0.1369
H 0.4441 -0.4503 0.5911
H -0.4699 0.8943 -0.2482
H 0.6758 -0.0836 -2.0838
H -0.8905 -0.9118 -2.0637
H 2.6043 -1.3994 -1.0019
H 2.5312 -3.1856 -0.8805
H 0.0277 -2.9813 -1.4795
H 2.0768 2.2288 1.2984
H 2.1928 0.7208 1.2720
O 2.6217 1.5017 0.9749
H -0.1238 3.3752 2.8037
H -1.1904 2.8471 1.7681
O -0.2503 3.1003 1.8749

8.
28
Properties=species:S:1:pos:R:3 method="wB97M-V/def2-TZVPD" total_energy_ha=-558.1436 spin_multiplicity=1 smiles=Cc1c[nH]c2ccccc12.CCO total_charge=0
C 1.0599 1.8265 -0.9086
C 0.3283 1.8248 -2.2508
O 2.4176 2.2375 -1.1081
H 0.6479 2.5840 -0.2505
H 1.0187 0.8371 -0.4515
H 0.8647 1.1654 -2.9384
H 2.9227 1.4803 -1.4107
H 0.3158 2.8486 -2.6386
H -0.6563 1.3654 -2.2045
C 1.4887 -1.2637 2.6350
C -0.5050 -0.7994 1.0144
C 0.8145 -1.3296 1.3053
C -0.7817 -1.1563 -0.3174
C 1.1932 -2.0440 0.2213
C -1.3805 0.1056 1.6296
C -1.9150 -0.7106 -0.9799
C -2.5218 0.5389 0.9959
C -2.8000 0.1173 -0.3159
N 0.2259 -1.9686 -0.7659
H -1.1727 0.3776 2.6573
H 1.7391 -0.2363 2.8981
H 2.4188 -1.8280 2.6279
H 2.0738 -2.6339 0.0425
H 0.2693 -2.4985 -1.6153
H -2.0876 -0.8996 -2.0295
H -3.1496 1.2392 1.5277
H -3.6957 0.4494 -0.8191
H 0.8670 -1.6291 3.4496

9.
72
Properties=species:S:1:pos:R:3 method="wB97M-V/def2-TZVPD" total_energy_ha=-2047.5211 spin_multiplicity=1 smiles="C[C@@H](C(=O)NCc1ccc(S(C)(=O)=O)cc1)[C@H]1C[C@]1(C)[C@H](NC(=O)OCc1ccccc1)c1ccccc1" total_charge=0
C -4.1643 -3.8221 -0.3380
H -3.6538 -4.0844 -1.2617
H -5.1503 -3.4356 -0.5817
H -4.2684 -4.7237 0.2588
C -3.3541 -2.7813 0.4363
C -3.0750 -1.5693 -0.4271
C -4.1635 -0.6190 -0.8387
C -3.0786 -0.1496 0.0901
C -3.4634 0.1391 1.5268
H -3.6446 1.2052 1.6531
H -4.3794 -0.3817 1.7913
H -2.6877 -0.1718 2.2263
C -2.0082 0.7839 -0.4750
N -0.7840 0.6682 0.3085
C 0.4074 1.0363 -0.2439
O 0.6505 1.0186 -1.4266
O 1.2734 1.3763 0.7212
C 2.5666 1.8385 0.3202
C 3.5960 1.5116 1.3657
C 3.2435 1.3276 2.6946
C 4.2130 1.0402 3.6404
C 5.5417 0.9447 3.2659
C 5.8979 1.1314 1.9399
C 4.9312 1.4112 0.9906
H 5.2007 1.5316 -0.0481
H 6.9327 1.0519 1.6422
H 6.2977 0.7226 4.0045
H 3.9295 0.8937 4.6727
H 2.2063 1.4038 2.9835
H 2.5033 2.9279 0.1865
H 2.8416 1.3938 -0.6411
H -0.8672 0.8812 1.2926
C -2.5126 2.2118 -0.5599
C -2.3155 3.1294 0.4644
C -2.8149 4.4168 0.3637
C -3.5205 4.8051 -0.7607
C -3.7140 3.9008 -1.7910
C -3.2103 2.6170 -1.6914
H -3.3518 1.9236 -2.5068
H -4.2532 4.1980 -2.6780
H -3.9102 5.8089 -0.8372
H -2.6498 5.1175 1.1689
H -1.7582 2.8564 1.3494
H -1.7408 0.4564 -1.4856
H -4.1790 -0.2677 -1.8581
H -5.1480 -0.7557 -0.4183
H -2.3415 -1.7781 -1.2003
C -2.0507 -3.4197 0.9309
O -1.9135 -4.6150 1.0764
N -1.0752 -2.5309 1.2358
H -1.1918 -1.5620 0.9781
C 0.2842 -2.9505 1.4993
C 1.2114 -2.4424 0.4275
C 0.8294 -2.5301 -0.9085
C 1.6170 -1.9843 -1.9046
C 2.8002 -1.3619 -1.5593
C 3.2261 -1.3219 -0.2473
C 2.4252 -1.8505 0.7496
H 2.7418 -1.7881 1.7803
H 4.1674 -0.8490 -0.0180
S 3.7947 -0.5325 -2.8033
O 4.5987 0.4557 -2.1249
O 4.4887 -1.5159 -3.5925
C 2.6081 0.3362 -3.8630
H 1.8303 0.7414 -3.2272
H 3.1519 1.1303 -4.3590
H 2.2139 -0.3634 -4.5874
H 1.3131 -2.0357 -2.9376
H -0.0971 -3.0247 -1.1613
H 0.6055 -2.5872 2.4810
H 0.2710 -4.0461 1.5187
H -3.9205 -2.4927 1.3271

10.
36
Properties=species:S:1:pos:R:3 method="wB97M-V/def2-TZVPD" total_energy_ha=-1324.1967 spin_multiplicity=1 smiles="C#CN(B(O)N(C)C)S(=O)(=O)F.COCCOC" total_charge=0
C 1.9340 -2.4698 -0.1212
C 1.6162 -1.8365 -1.0880
N 1.3654 -0.9981 -2.1503
B 2.5954 -0.4392 -2.8231
O 3.0723 -1.1832 -3.8947
N 3.2663 0.7743 -2.5003
C 3.2348 1.1514 -1.0700
C 4.6718 0.7937 -2.9810
S 0.0583 0.0153 -1.9669
O -0.1708 0.6434 -3.2381
O -1.0393 -0.7461 -1.4356
F 0.3491 1.1522 -0.9074
H 2.3148 -3.1531 0.5938
H 2.3593 -1.7551 -4.1858
H 4.2465 1.2649 -0.6826
H 2.7261 0.4394 -0.4184
H 2.7548 2.1205 -0.9127
H 4.7411 0.6481 -4.0525
H 5.2577 0.0741 -2.4063
H 5.0955 1.7778 -2.7704
C -4.5261 0.8107 3.7056
O -4.0528 1.2856 2.4589
C -2.6397 1.4304 2.4204
C -1.9867 0.2989 1.6559
O -2.1062 -0.9349 2.3508
C -3.0991 -1.7815 1.7978
H -5.5861 0.5868 3.5946
H -4.0047 -0.0994 4.0131
H -4.4091 1.5788 4.4778
H -2.2287 1.4954 3.4321
H -2.4265 2.3728 1.9059
H -0.9170 0.5105 1.5605
H -2.4048 0.2200 0.6500
H -2.7777 -2.1588 0.8217
H -4.0556 -1.2636 1.6927
H -3.2286 -2.6257 2.4740